No. 1
{"formula": "C13H19ClRuSi", "method": "ωB97M-V/def2-TZVPD", "species": ["C", "C", "C", "H", "C", "C", "H", "H", "H", "H", "Ru", "Cl", "C", "C", "C", "H", "C", "C", "H", "H", "H", "H", "C", "Si", "C", "C", "H", "H", "H", "H", "H", "H", "H", "H", "H"], "xyz": [[-0.107307, 2.348455, -0.078368], [-1.122768, 1.921339, -0.975392], [-0.515710, 1.159878, -2.004368], [-2.178652, 2.189295, -0.909507], [0.880297, 0.980501, -1.689238], [1.147703, 1.807971, -0.522506], [2.131203, 2.128037, -0.200031], [-0.239939, 3.014581, 0.765415], [-1.018759, 0.792665, -2.894559], [1.645162, 0.523639, -2.320383], [0.451246, -0.032776, 0.296266], [-0.557223, 0.626087, 2.278608], [-0.435069, -1.961548, 0.705012], [0.327004, -2.047394, -0.543938], [-0.600505, -1.758604, -1.607820], [1.300602, -2.531124, -0.637122], [-1.859957, -1.461589, -1.052128], [-1.772602, -1.561711, 0.362856], [-2.588825, -1.424078, 1.072048], [-0.080721, -2.314697, 1.667379], [-0.369888, -1.814970, -2.668307], [-2.751801, -1.187558, -1.618928], [2.825145, -2.276608, 1.529464], [2.413733, -0.424944, 1.560085], [2.274642, 0.109602, 3.371221], [3.853914, 0.503645, 0.748234], [1.994886, -2.876597, 1.917955], [3.715250, -2.468710, 2.145139], [3.036802, -2.612221, 0.507625], [3.214977, -0.054731, 3.916821], [2.006790, 1.172365, 3.422611], [1.468588, -0.453880, 3.858935], [4.804966, 0.217440, 1.217685], [3.904094, 0.261398, -0.318606], [3.732570, 1.586847, 0.847253]], "forces_ev_per_angstrom": [[0.2, 0.5, -1.1], [0.6, 0.5, -0.6], [0.2, 0.5, 0.2], [0.4, -0.2, 0.0], [-0.4, 1.4, -0.4], [0.0, 1.2, -0.7], [-0.3, -0.1, 0.0], [0.0, -0.3, -0.1], [0.1, -0.2, 0.4], [-0.4, 0.1, 0.2], [-1.0, -0.2, -0.7], [-1.4, 0.7, 1.9], [-0.2, -1.2, -0.9], [-1.1, -1.2, 0.2], [-0.3, -0.6, 0.4], [-0.4, 0.3, -0.1], [0.0, -0.4, 0.1], [0.2, -0.6, -0.5], [0.4, 0.2, -0.2], [-0.2, 0.1, -0.2], [0.0, 0.2, 0.2], [0.3, 0.0, 0.2], [0.5, 0.0, 0.2], [1.2, -0.1, 0.7], [0.5, -0.1, 0.2], [0.6, -0.3, 0.4], [0.2, 0.1, 0.0], [-0.1, -0.2, -0.1], [0.0, 0.0, 0.2], [-0.1, 0.0, 0.1], [0.1, -0.2, 0.0], [0.2, 0.2, -0.1], [0.1, 0.1, -0.1], [0.0, 0.0, 0.1], [0.1, -0.1, 0.1]], "mol_weight_g_mol": 339.90, "total_charge": -1, "largest_force_ev_per_a": 2.49, "e_homo_ev": [-1.096, -3.883], "multiplicity": 6}


No. 2
{"formula": "C13H19F2N6O2Os", "method": "ωB97M-V/def2-TZVPD", "species": ["Os", "N", "C", "C", "C", "C", "N", "C", "N", "N", "C", "O", "O", "H", "H", "H", "H", "H", "H", "H", "H", "H", "H", "H", "H", "H", "H", "N", "C", "C", "C", "C", "N", "C", "C", "H", "H", "H", "H", "F", "C", "F", "H"], "xyz": [[0.506219, -0.252906, 1.998145], [0.163118, 1.014919, 0.402979], [0.549234, 0.301795, -0.887321], [-0.112452, 0.915409, -2.125202], [-1.637756, 0.785603, -2.299309], [-2.172519, -0.427070, -3.063764], [-1.733018, -0.380755, -4.458368], [-1.867606, -1.398358, -5.323378], [-1.427115, -1.263288, -6.568298], [-2.401320, -2.548892, -4.927729], [0.338201, -1.176632, -0.678578], [0.195756, -2.000914, -1.500558], [0.342996, -1.561767, 0.694715], [-0.818795, 1.302716, 0.358113], [0.690773, 1.888122, 0.459352], [1.631305, 0.441685, -0.975076], [0.409965, 0.497165, -2.989823], [0.163046, 1.973413, -2.116602], [-1.982242, 1.677646, -2.829909], [-2.175081, 0.839094, -1.345679], [-3.264946, -0.395163, -3.011120], [-1.834104, -1.364399, -2.633208], [-1.551878, 0.525132, -4.863802], [-0.915740, -0.447797, -6.863110], [-1.646432, -1.945317, -7.277001], [-2.958908, -2.606164, -4.093107], [-2.442195, -3.339446, -5.551915], [4.720114, 1.487913, 7.815572], [4.052260, 1.245361, 6.911947], [3.220512, 0.949207, 5.789255], [1.877354, 0.610714, 5.974221], [1.105061, 0.328067, 4.876582], [1.603988, 0.386604, 3.612230], [2.916035, 0.710756, 3.439218], [3.744073, 0.994236, 4.491217], [1.444429, 0.569051, 6.964474], [0.060561, 0.073797, 4.988809], [3.284498, 0.741822, 2.420838], [4.780114, 1.249606, 4.316239], [-2.262244, -0.291068, 1.616391], [-1.437905, -0.198836, 2.661033], [-1.493788, 1.044603, 3.170666], [-1.663570, -0.955667, 3.420862]], "forces_ev_per_angstrom": [[-0.7, 0.4, 0.4], [0.1, 0.0, -0.1], [-0.1, 0.4, 0.1], [0.1, -0.1, -0.1], [-0.1, 0.1, 0.1], [0.0, 0.1, -0.1], [0.1, -0.1, 0.0], [0.0, 0.0, 0.0], [0.0, 0.0, 0.0], [-0.1, 0.0, 0.0], [0.2, -0.4, 0.3], [-0.1, 0.0, -0.1], [0.1, 0.3, 0.0], [0.0, -0.1, 0.0], [0.0, 0.0, 0.0], [0.0, -0.1, -0.1], [0.0, 0.0, 0.0], [0.0, 0.0, 0.0], [0.0, 0.0, 0.0], [0.1, -0.1, 0.0], [0.0, 0.0, 0.0], [0.1, -0.1, 0.1], [-0.1, 0.0, 0.0], [0.0, 0.0, 0.0], [0.0, 0.0, 0.0], [0.0, 0.0, 0.0], [0.0, 0.0, 0.0], [0.0, 0.0, -0.1], [0.0, 0.0, 0.1], [0.0, 0.0, 0.0], [0.0, 0.0, 0.0], [-0.1, 0.0, -0.1], [0.4, -0.2, -0.4], [0.0, 0.1, 0.0], [0.0, 0.0, 0.0], [0.0, 0.0, 0.0], [0.0, 0.0, 0.0], [0.0, 0.0, 0.0], [0.0, 0.0, 0.0], [-0.1, 0.0, 0.0], [0.1, -0.3, -0.2], [0.1, 0.1, 0.1], [-0.1, 0.0, 0.0]], "mol_weight_g_mol": 519.56, "total_charge": 3, "largest_force_ev_per_a": 0.94, "e_homo_ev": [-18.902, -18.902]}


No. 3
{"formula": "C13H19FeN", "method": "ωB97M-V/def2-TZVPD", "species": ["C", "C", "C", "C", "C", "Fe", "N", "C", "C", "H", "H", "H", "H", "H", "H", "H", "H", "H", "H", "C", "C", "C", "C", "C", "C", "H", "H", "H", "H", "H", "H", "H", "H", "H"], "xyz": [[-0.457609, 0.806349, -1.897327], [0.961698, 0.964801, -1.661969], [1.128855, 1.821346, -0.515861], [-0.170237, 2.185623, -0.037298], [-1.155886, 1.574312, -0.883947], [0.018631, 0.157026, -0.076248], [-1.269340, -1.141344, -0.220553], [-0.389510, -2.228970, -0.524959], [0.959358, -1.497109, -0.584654], [2.088601, 2.180154, -0.140632], [1.759843, 0.578620, -2.286070], [-0.377955, 2.855659, 0.799624], [-2.235080, 1.713297, -0.825732], [-0.906216, 0.283455, -2.736293], [1.351113, -1.484524, -1.606234], [-0.391771, -3.042365, 0.225069], [-2.192538, -1.398987, 0.101123], [1.667645, -1.895627, 0.140306], [-0.622907, -2.721834, -1.487466], [1.237239, -0.711240, 5.211880], [0.013524, 0.012717, 4.625649], [-1.226037, -0.707852, 5.187955], [0.002334, 1.430584, 5.223474], [0.063260, 0.069732, 3.138229], [0.124448, 0.180111, 1.914672], [1.213574, -0.705011, 6.317263], [2.161553, -0.219578, 4.894387], [1.260547, -1.755639, 4.885315], [-1.212120, -0.701691, 6.294754], [-2.148570, -0.212621, 4.869594], [-1.254953, -1.753815, 4.867034], [0.890380, 1.984015, 4.902964], [-0.889393, 1.974938, 4.896286], [-0.002582, 1.404570, 6.328365]], "forces_ev_per_angstrom": [[0.3, 2.7, -1.6], [-0.8, 1.5, -0.5], [0.1, 1.7, -1.1], [0.5, 1.6, -1.1], [0.4, 0.8, -1.1], [0.5, -3.5, 3.3], [-1.0, -1.9, -0.2], [-0.1, -0.7, -0.1], [-0.6, -0.9, -0.2], [-0.4, -0.4, 0.1], [-0.2, -0.1, 0.3], [0.1, -0.6, -0.2], [0.4, -0.3, 0.2], [0.1, -0.1, 0.5], [0.2, -0.2, 0.3], [0.0, 0.1, 0.1], [0.0, 0.1, 0.1], [0.2, 0.3, 0.0], [0.0, -0.2, -0.2], [0.1, 0.0, 0.2], [0.0, 0.1, 0.4], [-0.1, 0.0, 0.2], [0.0, 0.1, 0.2], [0.0, 0.0, 0.0], [0.2, -0.1, 2.1], [-0.1, 0.0, -0.4], [0.0, -0.1, -0.1], [0.1, 0.1, -0.1], [0.1, 0.0, -0.5], [0.0, -0.1, -0.1], [0.0, 0.1, -0.1], [-0.1, 0.0, 0.0], [0.1, 0.0, 0.0], [0.0, -0.1, -0.4]], "mol_weight_g_mol": 245.15, "total_charge": -2, "largest_force_ev_per_a": 4.82, "e_homo_ev": [3.496, -0.902], "multiplicity": 5}


No. 4
{"formula": "C13H19N3O3S", "method": "ωB97M-V/def2-TZVPD", "species": ["C", "S", "O", "O", "N", "C", "C", "C", "C", "C", "O", "N", "C", "C", "C", "C", "C", "C", "N", "C", "H", "H", "H", "H", "H", "H", "H", "H", "H", "H", "H", "H", "H", "H", "H", "H", "H", "H", "H"], "xyz": [[1.594416, 1.752463, -1.266694], [2.614737, 1.313162, -0.046614], [1.830662, 1.876706, 1.318388], [3.764726, 1.960539, -0.042051], [2.845254, -0.105812, 0.225357], [3.205032, -0.970497, -0.904337], [2.041166, -1.582098, -1.400653], [1.334399, -2.502654, -0.176550], [0.882638, -1.367010, 0.961700], [-0.242512, -0.445661, 0.506416], [-0.492162, -0.483070, -0.638232], [-0.611595, 0.179818, 1.721089], [-1.595788, 1.195739, 1.680423], [-2.655309, 0.722222, 0.713527], [-3.119046, 1.737302, -0.307108], [-4.126975, 1.257540, -1.331331], [-4.840850, 0.190873, -0.753794], [-4.319281, -0.431024, 0.206982], [-3.435685, -0.231587, 1.101986], [2.152644, -0.799084, 1.319282], [1.504155, 2.808193, -1.369162], [0.779191, 1.285882, -1.283520], [2.158456, 1.431945, -2.257287], [4.023612, -1.625364, -0.419890], [3.675682, -0.416268, -1.538332], [2.334075, -2.455003, -2.116732], [1.373606, -0.789453, -1.766395], [1.964823, -3.268552, -0.059168], [0.386671, -2.879990, -0.391310], [0.493890, -2.224653, 1.877175], [-0.264706, -0.117889, 2.467583], [-0.963137, 1.900941, 1.151665], [-1.858844, 1.635307, 2.519679], [-2.406583, 2.614103, -0.668074], [-4.407606, 1.875241, -1.950675], [-5.657978, -0.019774, -1.695828], [-4.875715, -1.393404, 0.599412], [2.953487, -1.596503, 1.822079], [1.960466, -0.032640, 2.191005]], "forces_ev_per_angstrom": [[6.5, 2.2, -5.3], [-10.5, 5.8, 10.9], [1.5, -2.3, -5.2], [10.3, 5.6, -2.7], [-0.7, -7.2, 0.8], [1.9, -2.7, 6.3], [-3.1, -5.5, -0.6], [-2.5, 7.4, -1.7], [0.4, -8.0, 0.5], [3.4, -1.9, 6.9], [-2.8, 1.9, -3.0], [-4.3, 1.2, -9.9], [2.6, -1.0, -6.1], [-1.3, 6.6, 0.1], [1.5, -2.1, -3.5], [5.4, -3.3, 12.6], [-3.3, 4.2, -11.6], [-4.7, -9.6, 5.8], [3.5, 0.4, 0.5], [2.9, 1.3, 5.4], [0.0, 0.8, 0.5], [-6.8, -3.6, 0.2], [-1.0, 0.6, 1.5], [-1.3, 0.3, -1.1], [3.0, 3.4, -4.2], [-0.7, 2.0, 0.4], [0.0, -1.0, -0.4], [2.7, -2.6, 1.8], [-1.4, -0.8, -1.4], [1.0, 3.1, -2.2], [3.8, -3.3, 7.5], [-0.7, 1.4, -0.2], [-1.6, 1.4, 4.3], [-1.5, -1.9, 1.3], [-2.9, 5.7, -6.9], [1.5, -0.8, 3.7], [0.3, 1.5, -1.4], [-2.1, 1.8, -1.7], [1.0, -1.1, -1.9]], "mol_weight_g_mol": 297.38, "total_charge": 0, "smiles": "CS(=O)(=O)N1CCC[C@H](C(=O)NCc2ccccn2)C1", "largest_force_ev_per_a": 16.17, "e_homo_ev": -8.773, "de_lowest_kcal_mol": 326.9}